{
  "formula": "C30H63B3F12N3O6",
  "method": "ωB97M-V with the def2-TZVPD basis set",
  "orbital_gap_ev": 6.67,
  "charge": -3,
  "symbols": ["C", "C", "C", "N", "C", "C", "C", "C", "C", "H", "H", "H", "H", "H", "H", "H", "H", "H", "H", "H", "H", "H", "H", "H", "H", "H", "H", "C", "C", "C", "N", "C", "C", "C", "C", "C", "H", "H", "H", "H", "H", "H", "H", "H", "H", "H", "H", "H", "H", "H", "H", "H", "H", "H", "C", "C", "C", "N", "C", "C", "C", "C", "C", "H", "H", "H", "H", "H", "H", "H", "H", "H", "H", "H", "H", "H", "H", "H", "H", "H", "H", "B", "F", "F", "F", "F", "B", "F", "F", "F", "F", "B", "F", "F", "F", "F", "C", "C", "O", "O", "H", "H", "H", "C", "C", "O", "O", "H", "H", "H", "C", "C", "O", "O", "H", "H", "H"],
  "positions_angstrom": [[18.257378, 10.454225, 21.115163], [17.122068, 11.409420, 21.352484], [15.842016, 11.129486, 20.553263], [14.592375, 11.567871, 21.279089], [14.674453, 13.049642, 21.433451], [14.427817, 10.871294, 22.612850], [12.992384, 10.301915, 22.600321], [12.254687, 11.077754, 21.450505], [13.361223, 11.111848, 20.452653], [18.804532, 10.629871, 20.152952], [17.897741, 9.406504, 21.046272], [18.961178, 10.517143, 21.995635], [17.422950, 12.467692, 21.125250], [16.809724, 11.333671, 22.392562], [15.613453, 10.055451, 20.374203], [15.919250, 11.647549, 19.608719], [13.853044, 13.365333, 22.072261], [14.579885, 13.506909, 20.463833], [15.572098, 13.365801, 21.959606], [14.528404, 11.610299, 23.462848], [15.260586, 10.146746, 22.713340], [12.615096, 10.526358, 23.610248], [12.903846, 9.244373, 22.334975], [11.921177, 12.061257, 21.787393], [11.367830, 10.477883, 21.137775], [13.267840, 11.700852, 19.580562], [13.616182, 10.052437, 20.177630], [9.514217, 11.331818, 18.627626], [9.135917, 11.508489, 17.157738], [10.254567, 11.095484, 16.242629], [9.942103, 10.964925, 14.796950], [9.553963, 12.347457, 14.395583], [8.799722, 10.007492, 14.382485], [9.071857, 9.621042, 12.925389], [10.541167, 10.086700, 12.631753], [11.164532, 10.454296, 13.974228], [8.682407, 11.467949, 19.254182], [10.298142, 12.076682, 18.814440], [9.979894, 10.307311, 18.710896], [8.704542, 12.517749, 17.088553], [8.300243, 10.799605, 16.864834], [10.606645, 10.140290, 16.598779], [11.151537, 11.675907, 16.169555], [9.398748, 12.345992, 13.298954], [10.329125, 12.998579, 14.730452], [8.595294, 12.588204, 14.904014], [7.807764, 10.451301, 14.569790], [9.039903, 9.093645, 14.946795], [8.375406, 10.078698, 12.239882], [8.952345, 8.528170, 12.905519], [10.623190, 10.876324, 11.910776], [11.163287, 9.285570, 12.205383], [11.935849, 11.245036, 13.960135], [11.510294, 9.591404, 14.593129], [14.706219, 9.157237, 12.178014], [14.295695, 8.436592, 13.431208], [14.853055, 9.185391, 14.636141], [15.252869, 8.305174, 15.705041], [14.325232, 7.183048, 15.908732], [15.488447, 9.118272, 17.003529], [16.795659, 9.855355, 16.769354], [17.550609, 8.904757, 15.838010], [16.624006, 7.727260, 15.534708], [14.101291, 8.778360, 11.372606], [15.766255, 9.050764, 11.894988], [14.444220, 10.212100, 12.313367], [14.779100, 7.450565, 13.340977], [13.181151, 8.251308, 13.468217], [14.019197, 9.758127, 15.007463], [15.722106, 9.763279, 14.282851], [14.470668, 6.845669, 16.937878], [14.544041, 6.338290, 15.254409], [13.288365, 7.547749, 15.760898], [15.553657, 8.265067, 17.773294], [14.650144, 9.800831, 17.170120], [17.240993, 9.953565, 17.746211], [16.564078, 10.877548, 16.388864], [18.411830, 8.393091, 16.292453], [17.972066, 9.283139, 14.911396], [16.624906, 6.888098, 16.256263], [16.860262, 7.285953, 14.544632], [13.749293, 12.536513, 16.792284], [14.389000, 12.836722, 17.979000], [13.163021, 11.289477, 17.051064], [12.701555, 13.414662, 16.522641], [14.552090, 12.337370, 15.655344], [16.538799, 13.484352, 24.987885], [17.067643, 14.461081, 25.892912], [17.162500, 12.284716, 25.252464], [15.165995, 13.219879, 25.189426], [16.657288, 13.948049, 23.657601], [18.111690, 5.454313, 12.833638], [16.827500, 5.965963, 12.865252], [18.701083, 5.921361, 14.029185], [17.932617, 4.047046, 12.786586], [18.833852, 5.990482, 11.789424], [14.148609, 6.116587, 20.504167], [14.882838, 7.428959, 20.537186], [14.471223, 8.295984, 21.416274], [15.838944, 7.600509, 19.732285], [14.498533, 5.319707, 19.858338], [13.063496, 6.265941, 20.306143], [14.195588, 5.740906, 21.562943], [10.795528, 14.381325, 5.952111], [10.848696, 15.482383, 4.852208], [11.514535, 16.525107, 5.205346], [10.351064, 15.142007, 3.719263], [11.515268, 14.554953, 6.751925], [10.723912, 13.280647, 5.685255], [9.798172, 14.427001, 6.433030], [11.136694, 6.296456, 17.017697], [10.410581, 7.356360, 16.112296], [9.269862, 7.590208, 16.502696], [11.087800, 7.871376, 15.151502], [10.404733, 5.595959, 17.516500], [11.449369, 6.923329, 17.887898], [12.011669, 5.797342, 16.595660]],
  "forces_ev_per_angstrom": [[1.020, -0.952, -0.099], [-0.966, 0.963, -0.155], [0.071, -1.362, -0.078], [0.333, 0.481, -0.834], [-0.866, 0.043, 0.610], [0.265, 0.080, 0.902], [-0.406, 0.739, 0.370], [-0.373, -0.894, 1.330], [1.187, -1.218, 0.568], [-0.324, 0.069, 0.850], [0.070, 0.511, 0.171], [-0.471, -0.042, -1.118], [-0.103, -0.920, 0.561], [0.493, 0.359, 0.218], [0.818, 0.451, 0.126], [-0.553, 0.184, -0.362], [-0.167, 0.060, -0.062], [0.078, 0.099, -0.441], [0.088, -0.343, -0.111], [0.038, -0.515, -1.165], [-0.996, 0.135, -0.116], [-0.412, -0.340, -0.429], [0.529, 0.286, 0.460], [-0.015, 0.071, -0.204], [0.691, 0.589, -0.056], [-0.035, 0.779, -0.784], [-0.240, 0.975, 0.158], [2.231, -1.143, -1.732], [-1.906, -0.578, -0.200], [0.872, -0.765, -0.139], [-1.264, 0.422, -1.049], [-1.174, -0.755, -0.895], [1.316, -0.354, 0.434], [0.738, 0.163, 0.261], [0.466, -1.414, 0.423], [-0.597, 0.446, 1.248], [-0.965, 0.066, 0.950], [-0.150, -0.209, 0.412], [-0.595, 0.992, 0.435], [0.464, -0.080, -0.569], [0.602, 0.677, 0.645], [-0.025, -0.612, -0.089], [0.318, 0.863, 0.845], [0.190, 0.306, 0.621], [0.509, 0.685, -0.055], [0.709, -0.072, -0.436], [0.618, -0.200, 0.136], [-0.706, 0.416, 0.428], [-0.199, 0.100, -0.299], [0.222, 0.389, -0.391], [-0.311, 0.649, -0.237], [-0.367, 0.006, 0.133], [-0.469, -0.181, -0.054], [-0.293, 0.473, -0.880], [-0.475, 0.726, -0.345], [0.298, -1.426, -0.324], [-0.827, -0.152, -1.633], [1.128, -0.512, 1.186], [-1.302, 0.063, 0.634], [-0.696, -1.667, 0.411], [-0.752, 0.218, -0.167], [1.261, -1.430, 0.272], [0.292, -0.206, -0.616], [-0.096, -0.061, -0.645], [-0.374, 0.026, 0.393], [0.253, 0.141, -0.367], [-0.279, 0.081, 0.267], [1.175, 0.360, 0.191], [0.225, 0.924, 0.339], [-0.505, 0.114, 0.600], [-0.173, 0.013, -0.085], [0.020, 0.355, -0.202], [0.478, -0.390, 0.112], [0.077, 1.812, -0.655], [-0.017, -0.440, 0.057], [0.470, 0.141, 0.239], [0.448, -0.780, -0.031], [-0.018, 0.609, 0.270], [-0.315, 0.538, -0.062], [0.518, 0.636, -0.154], [-0.755, 0.282, 0.454], [-0.549, -0.953, -0.356], [0.991, 0.968, 0.157], [-0.791, -1.345, 0.043], [-0.108, 0.731, -0.221], [0.372, 0.631, 0.288], [-0.411, 0.492, 0.639], [-0.512, -0.245, -0.542], [0.940, -0.668, -0.420], [-0.532, 0.515, 0.215], [0.497, -0.099, 0.070], [-0.248, -0.274, 0.759], [-1.598, 0.824, -0.420], [0.571, -0.486, 0.509], [0.875, 0.255, -0.054], [0.347, -0.266, -0.801], [-1.336, -0.762, 1.614], [0.486, 1.896, 0.442], [0.806, -1.951, -1.855], [-0.653, -0.032, 0.507], [0.419, 0.251, -0.303], [0.640, 0.072, 0.080], [-0.145, 0.135, -0.858], [-1.524, -1.021, 0.654], [1.496, -0.318, -1.016], [-1.669, -1.523, -0.924], [0.535, 1.147, 1.819], [0.135, -0.069, -0.178], [0.800, 1.270, -0.460], [0.191, 0.551, 0.048], [-0.624, 0.594, 1.122], [1.897, -1.489, 0.076], [-1.078, 1.003, -0.461], [-0.987, -0.507, 0.943], [0.707, 0.515, -0.993], [0.265, -0.422, -0.518], [-0.253, 0.026, -0.003]],
  "mulliken_charge": [-1.297, 0.028, 0.166, 1.176, -0.987, -0.330, -0.785, -0.617, -0.347, 0.273, 0.217, 0.397, 0.342, 0.112, -0.429, 0.220, 0.486, 0.036, 0.383, 0.189, 0.399, 0.505, 0.188, 0.402, 0.274, 0.292, -0.188, -1.356, -0.412, -0.178, 0.466, -1.051, -0.175, -0.774, -0.890, 1.060, 0.525, 0.301, 0.223, 0.271, 0.346, -0.136, 0.399, 0.480, 0.268, 0.344, 0.598, -0.106, 0.303, 0.400, 0.470, 0.272, 0.381, -0.961, -1.884, 0.526, -0.600, 1.109, -0.847, 1.102, -0.154, -1.146, -0.280, 0.534, 0.354, 0.382, 0.222, 0.067, -0.303, 0.634, 0.545, 0.349, -0.173, -0.420, -0.703, 0.320, 0.278, 0.428, 0.381, 0.601, -0.200, 0.135, -0.241, -0.253, -0.302, -0.337, 0.557, -0.406, -0.389, -0.415, -0.406, 0.434, -0.298, -0.438, -0.395, -0.383, -1.355, 0.712, -0.628, -0.708, 0.305, 0.236, 0.355, -0.784, 0.543, -0.723, -0.728, 0.263, 0.257, 0.172, -0.822, 0.519, -0.753, -0.667, 0.365, 0.055, 0.225]
}